(i)
Computed, not measured: a single CH2N3P molecule, with ωB97M-V/def2-TZVPD.

Output
Kohn-Sham gap   8.995 eV
HOMO level   -0.340 hartree
M   87.022 g mol⁻¹

```
! RIJCOSX wB97M-V def2-TZVPD def2/J DEFGRID3
* xyz 0 1
C 0.48469 0.74670 0.00407
N -0.72245 1.21234 0.00051
N -1.78363 0.76577 -0.00255
N -1.15833 -1.50460 -0.00523
P 0.25486 -1.02438 0.00477
H 1.37748 1.33584 0.00808
H 1.54739 -1.53166 -0.00964
*
```

---

(ii)
Computed, not measured: a single CH2N3P molecule, with ωB97M-V/def2-TZVPD.

Output
Kohn-Sham gap   9.146 eV
HOMO level   -0.366 hartree
M   87.022 g mol⁻¹
SMILES   N#[PH]N=C=N

```
! RIJCOSX wB97M-V def2-TZVPD def2/J DEFGRID3
* xyz 0 1
N -2.23781 0.13396 0.17588
P -1.23292 -0.94054 -0.08111
N 0.52155 -0.58922 -0.01118
C 0.98209 0.46729 -0.16206
N 1.05148 1.65461 -0.00730
H -1.06889 -2.32222 -0.04108
H 1.98451 1.59611 0.12685
*
```

---

Computed stability ranking, most favorable first: (ii), (i)